Formula: CH3O2
Source: OMol25
Level of theory: ωB97M-V/def2-TZVPD

Calculated values
**LUMO energy**: 5.04 eV
**2S+1**: 1
**Charge**: -1
**ΔE to the lowest compared entry with this formula, charge and spin**: 5.83 kcal/mol
**Orbital gap**: 7.6 eV

Each line ends with the Löwdin charge.
Positions of all 6 atoms, in Å:
C -0.04 -0.25 -0.34  -0.588
O 0.19 1.08 0.44  -0.225
O 0.67 -1.19 0.24  -0.319
H 0.22 0.65 1.32  0.017
H -1.14 -0.22 -0.23  0.049
H 0.10 -0.06 -1.44  0.065